Computed, not measured: a 11-piece molecular cluster, C35H61N6O5S4 overall at a distorted geometry, with ωB97M-V/def2-TZVPD.

Cartesian coordinates (Å):
C -2.49 9.82 7.52
C -1.22 9.92 6.66
C -1.51 9.29 5.30
O -0.72 11.23 6.60
H -2.62 8.76 7.78
H -3.38 10.21 7.03
H -2.36 10.32 8.48
H -0.45 9.32 7.17
H -1.85 8.26 5.45
H -0.59 9.19 4.72
H -2.25 9.86 4.74
C -5.62 13.62 5.03
S -6.36 12.02 4.67
O -7.09 12.11 3.38
C -4.82 11.15 4.33
H -6.42 14.35 5.16
H -5.05 14.01 4.19
H -5.14 13.64 6.01
H -4.19 11.62 3.58
H -5.07 10.16 3.95
H -4.29 11.04 5.27
C 1.23 5.98 4.88
S 0.03 4.74 4.38
O -0.37 5.06 2.97
C 1.15 3.34 4.26
H 1.81 5.64 5.74
H 0.64 6.84 5.20
H 1.83 6.25 4.02
H 1.42 3.06 5.29
H 2.05 3.52 3.68
H 0.61 2.50 3.82
C -1.75 5.54 7.56
S -2.98 5.02 8.78
O -2.43 5.53 10.07
C -4.28 6.16 8.23
H -0.78 5.09 7.76
H -1.66 6.63 7.57
H -2.08 5.21 6.57
H -5.18 5.90 8.79
H -4.42 6.04 7.15
H -4.02 7.19 8.48
C -3.64 6.89 3.16
S -4.76 6.21 1.91
O -6.16 6.44 2.36
C -4.38 7.44 0.66
H -3.95 7.90 3.43
H -2.62 6.85 2.77
H -3.74 6.26 4.04
H -4.38 8.46 1.05
H -5.16 7.39 -0.10
H -3.44 7.23 0.16
N -2.94 13.09 7.38
C -3.98 12.83 8.24
C -4.51 14.03 8.64
C -3.74 15.05 8.03
C -2.77 14.44 7.26
H -2.34 12.40 6.92
H -4.23 11.80 8.43
H -5.37 14.17 9.27
H -3.93 16.11 8.07
H -2.01 14.81 6.60
N 1.82 10.27 5.16
C 1.89 9.46 4.08
C 3.22 9.34 3.73
C 3.96 10.13 4.63
C 3.07 10.72 5.51
H 0.97 10.62 5.61
H 1.07 8.94 3.62
H 3.68 8.79 2.92
H 5.03 10.29 4.63
H 3.16 11.43 6.31
N -0.24 12.40 9.20
C 1.05 12.69 9.59
C 0.99 13.13 10.89
C -0.36 13.08 11.31
C -1.09 12.63 10.23
H -0.48 11.92 8.33
H 1.81 12.51 8.85
H 1.84 13.42 11.49
H -0.76 13.25 12.30
H -2.14 12.43 10.11
N 0.44 9.80 11.07
C -0.04 8.65 10.51
C -0.37 7.79 11.53
C -0.04 8.45 12.74
C 0.48 9.69 12.43
H 0.77 10.60 10.55
H -0.02 8.54 9.44
H -0.82 6.82 11.44
H 0.01 8.03 13.74
H 0.84 10.50 13.04
N 0.94 13.62 6.05
C 1.63 13.92 4.91
C 1.94 15.26 4.95
C 1.37 15.80 6.14
C 0.76 14.76 6.79
H 0.53 12.72 6.25
H 1.84 13.20 4.14
H 2.37 15.84 4.15
H 1.40 16.83 6.44
H 0.16 14.70 7.69
N -0.96 12.18 3.78
C -1.91 13.12 3.43
C -1.72 13.42 2.11
C -0.63 12.66 1.63
C -0.18 11.92 2.69
H -0.75 11.88 4.74
H -2.53 13.49 4.23
H -2.26 14.15 1.51
H -0.22 12.69 0.64
H 0.63 11.21 2.74

- Charge: -1
- Calculated total energy: -99802.1324 eV
- Maximum force: 1.2 eV Å⁻¹
- ΔE to the lowest compared entry with this formula, charge and spin: 0.0 kcal/mol